# 1
Below is a molecular structure, C40H32Cl2N6O5SSe2W in a non-equilibrium geometry, with properties calculated with wB97M-V/def2-TZVPD.

```
89
Properties=species:S:1:pos:R:3:forces:R:3
W 0.545854 0.721866 0.332529 1.02 -0.17 3.82
O -2.605510 -2.785930 5.422474 -0.77 0.40 0.64
C -1.739452 -3.316869 4.741345 0.57 0.55 -1.21
O -1.202690 -4.419073 4.738201 0.42 -0.87 0.21
C -1.220160 -2.391603 3.556809 -0.38 -0.42 0.42
C -0.075917 -2.708250 2.836830 0.00 0.67 -0.43
C 0.348855 -1.857533 1.816573 -0.68 0.61 0.36
N -0.347222 -0.692991 1.529267 -0.40 -1.47 0.92
C -1.566094 -0.486253 2.136822 0.83 -0.43 0.19
C -2.000712 -1.310916 3.170137 0.52 0.40 -0.55
C -2.287652 0.604296 1.549759 0.25 0.70 -1.20
C -3.589606 0.988881 1.908505 0.22 -0.03 0.04
C -4.253575 1.943220 1.179686 0.55 0.12 -0.44
C -3.600382 2.493953 0.058080 -0.42 -0.24 0.46
C -2.330154 2.091590 -0.246005 0.75 -0.09 -0.12
N -1.617498 1.194012 0.483347 -2.01 -0.54 1.03
C 1.433308 -2.076644 0.903843 0.49 0.59 -1.13
C 2.180978 -3.262081 0.799270 -0.14 0.27 0.11
C 2.994118 -3.473793 -0.284310 0.00 0.59 -0.37
C 3.054398 -2.485624 -1.293486 -0.05 -0.50 0.59
C 2.360693 -1.323771 -1.125123 -0.20 0.63 -0.21
N 1.589907 -1.054062 -0.034416 0.19 -1.97 0.67
H 0.465345 -3.602837 3.100826 -0.01 -0.17 0.01
H -2.924758 -1.133474 3.697071 -0.10 -0.04 0.11
H -4.060596 0.509220 2.752188 0.00 -0.04 0.08
H -5.254056 2.256656 1.437331 -0.05 -0.03 0.06
H -4.101073 3.217728 -0.563285 0.02 0.07 -0.13
H -1.822936 2.509173 -1.111418 0.01 -0.02 0.18
H 2.078905 -4.012677 1.565184 -0.05 -0.08 0.11
H 3.567052 -4.381222 -0.389282 0.01 -0.12 0.08
H 3.645533 -2.638732 -2.181768 0.01 0.05 -0.09
H 2.393709 -0.541195 -1.885993 0.04 -0.17 0.38
Cl 0.623548 3.271775 -3.803626 -0.01 0.01 -0.04
C -0.229313 1.778128 -3.686334 0.32 -0.27 1.27
C -0.913641 1.262205 -4.782269 -0.59 -0.75 -0.13
C -1.626124 0.084413 -4.669367 0.29 0.59 -0.19
Cl -2.454715 -0.525442 -6.054518 -0.15 -0.06 -0.17
C -1.682111 -0.639736 -3.457715 0.18 0.07 0.33
C -2.422359 -1.813643 -3.221395 0.23 -0.17 0.64
C -2.320463 -2.420815 -1.984460 -0.37 0.03 -1.11
C -1.510539 -1.881590 -0.997946 1.14 1.35 0.41
N -0.819160 -0.741467 -1.154060 -1.39 -1.22 -1.36
C -0.926109 -0.135312 -2.371122 -0.15 -0.29 -0.01
C -0.218815 1.081971 -2.478741 0.34 0.40 -0.06
O 0.403667 1.478245 -1.374022 -0.76 1.70 -4.10
H -0.890500 1.797664 -5.716956 -0.02 0.02 -0.12
H -3.052123 -2.227458 -3.991315 -0.04 -0.06 -0.12
H -2.855351 -3.332775 -1.785401 -0.12 -0.14 0.08
H -1.411385 -2.380577 -0.044906 0.00 0.01 0.14
O 6.307921 -0.351827 2.036187 0.15 -0.40 -0.12
C 6.020362 0.962076 2.464759 -0.23 0.55 0.21
C 4.608919 1.381187 1.997514 0.29 -0.01 0.14
C 4.345703 2.797876 2.550395 -0.14 -0.26 -0.88
O 4.350648 2.848602 3.944910 -0.09 -0.07 0.80
C 3.606082 0.359692 2.538001 -0.73 0.25 -0.14
Se 1.671957 0.963182 2.670474 1.07 -0.23 0.36
C 4.608589 1.371851 0.476030 -1.02 -0.06 0.12
Se 2.831872 1.781289 -0.389456 1.06 0.16 -0.25
H 7.202540 -0.573158 2.317465 -0.16 -0.01 -0.03
H 6.744018 1.672594 2.040992 -0.02 -0.01 0.03
H 6.063340 1.037608 3.559556 0.00 0.02 -0.14
H 3.392646 3.157002 2.136525 0.18 -0.04 0.04
H 5.136654 3.470248 2.214139 0.06 0.02 -0.05
H 3.557886 2.398552 4.266703 -0.01 0.12 -0.07
H 3.857448 0.074102 3.560120 -0.10 -0.04 -0.05
H 3.603001 -0.532860 1.909797 0.07 0.02 0.19
H 4.929039 0.393026 0.113921 -0.05 0.12 0.01
H 5.279562 2.134833 0.079513 -0.09 0.04 -0.08
S -1.515865 7.187442 1.407534 0.33 0.14 0.09
C -0.963635 5.515214 1.183173 0.10 -0.51 -0.20
C -0.209652 5.179968 0.062070 -0.38 0.24 0.47
C 0.333075 3.920264 -0.029689 0.37 -0.70 0.24
N 0.157193 2.959416 0.906265 -0.56 1.23 -0.25
C -0.580097 3.303833 1.991199 0.59 -0.73 -0.29
C -1.162641 4.535887 2.157494 0.04 0.49 -0.30
C 0.146149 7.723186 1.873243 -0.46 -0.02 -0.02
C 0.648176 7.334233 3.103831 0.16 0.20 -0.04
C 1.953896 7.691414 3.406696 -0.33 -0.23 0.22
N 2.727574 8.372819 2.581954 0.59 0.16 0.12
C 2.233839 8.742573 1.416169 -0.22 0.11 -0.32
C 0.939883 8.449130 1.003425 0.01 0.01 0.16
H -0.052594 5.899156 -0.726301 0.12 0.06 -0.05
H 0.964962 3.670069 -0.875974 -0.20 -0.12 0.13
H -0.693536 2.541679 2.761909 0.02 0.09 -0.22
H -1.754393 4.750970 3.031782 0.00 -0.02 0.17
H 0.039973 6.778355 3.800094 -0.01 -0.06 0.08
H 2.393792 7.416886 4.355026 0.01 -0.07 0.11
H 2.904240 9.298459 0.775459 0.01 0.07 -0.12
H 0.565390 8.776068 0.046863 -0.01 0.01 -0.12
```
Positions in Å, forces in eV/Å.

Properties
* spin multiplicity: 3
* LUMO energy (alpha / beta): -1.45 / -1.68 eV
* expectation value of S²: 2.039
* charge: 0
* gap between HOMO and LUMO (alpha / beta): 0.180 / 0.214 hartree

Löwdin atomic charge list, values in e, 5 entries: number 1, W, carries 1.339; number 2, O, carries -0.010; number 3, C, carries -0.712; number 4, O, carries -0.012; number 5, C, carries -0.058

***

# 2
Below is a molecular structure, C26H39Br7Cl12NO12Zr in a non-equilibrium geometry, with properties calculated with wB97M-V/def2-TZVPD.

```
98
Properties=species:S:1:pos:R:3:forces:R:3
Zr 1.589423 2.401400 -2.202344 -2.95 -3.88 5.07
C 1.618806 -1.513589 0.671810 0.35 0.30 -0.54
C 0.376506 -1.093981 -0.131659 -0.99 -1.16 1.80
C -0.810697 -1.908707 0.465027 0.37 -0.19 -0.18
C -1.311788 -1.495802 1.840325 0.19 0.20 -0.32
C -1.578164 0.000140 1.820267 -1.49 -1.08 -0.81
C -0.407241 0.823513 1.333804 0.92 1.04 1.43
N 0.062093 0.332627 0.042891 -1.66 -1.04 -1.43
O 0.970561 1.117248 -0.572293 2.08 2.72 -2.52
C 0.744284 0.895030 2.387721 0.10 0.54 -0.01
C -0.948477 2.250420 1.135288 1.04 -0.11 -0.57
C 0.445249 -1.537379 -1.582786 2.35 1.12 -0.31
H 2.435351 -0.804483 0.509143 0.15 -0.24 -0.23
H 1.915599 -2.523342 0.383345 0.17 0.09 -0.15
H 1.485412 -1.546543 1.748696 -0.45 0.05 -0.04
H -0.550859 -2.972039 0.502615 0.40 0.07 -0.09
H -1.582482 -1.897711 -0.306833 -0.41 0.40 0.49
H -0.623845 -1.684228 2.668351 0.27 -0.37 -0.29
H -2.179365 -2.133330 2.027008 -0.25 0.44 0.29
H -2.055546 0.319896 2.747932 0.65 0.42 0.21
H -2.375303 0.157593 1.076850 0.00 0.06 -0.06
H 0.818289 0.038225 3.056702 -0.23 0.01 0.06
H 0.612275 1.808287 2.968169 -0.20 -0.21 0.36
H 1.736542 1.035724 1.949798 -0.17 -0.17 -0.40
H -0.076281 2.900492 1.008962 -0.21 0.09 -0.17
H -1.508097 2.654648 1.975146 -0.16 -0.38 0.12
H -1.537788 2.234362 0.221651 -0.18 0.37 0.07
H 1.426530 -1.238647 -1.980847 -0.01 -0.03 0.15
H -0.211175 -1.007330 -2.269348 -0.66 -0.49 0.27
H 0.504919 -2.622128 -1.644282 -0.78 -0.05 -0.09
C 0.153853 5.717136 -0.021223 -0.14 -1.41 -0.28
C 0.674596 4.505250 -0.752619 0.76 -0.86 -1.37
O 0.067950 3.929880 -1.729668 -0.71 0.46 -0.89
O 1.784494 3.934914 -0.541371 1.19 0.63 0.68
H -0.925985 5.715236 -0.152273 -0.02 0.18 0.12
H 0.573424 6.627914 -0.439019 0.17 -0.01 0.03
H 0.425260 5.573464 1.021902 0.00 0.36 0.07
Br 2.076760 0.508006 -4.009240 0.03 1.49 0.56
C 3.413071 -1.873014 4.372589 0.41 -0.10 -0.10
Br 3.915377 -2.759228 6.016438 -0.07 0.25 -0.48
Br 3.707431 -2.958379 2.792808 0.35 -0.04 0.43
Br 4.355102 -0.143156 4.174881 -0.57 -0.74 0.08
H 2.338629 -1.745756 4.391743 0.08 0.51 0.17
C -5.043238 3.893659 1.854576 -0.91 0.23 -0.73
Br -6.819899 4.651842 1.430838 0.65 -0.45 0.28
Br -3.845697 4.352954 0.395789 -0.08 -0.09 0.45
Br -5.138593 1.968428 2.134306 0.09 0.63 0.03
H -4.736625 4.398823 2.759114 0.22 -0.21 0.02
C 2.102871 2.252906 5.997712 0.49 -0.58 -0.12
Cl 0.388228 2.450823 5.741427 -0.40 0.10 0.18
Cl 2.448000 0.814005 7.013462 -0.23 0.49 -0.27
Cl 2.870258 3.684151 6.642744 -0.02 0.21 0.24
H 2.546770 2.090122 5.021897 0.02 -0.25 0.08
C 1.847073 -5.016227 -2.915682 -0.82 -0.58 -0.15
Cl 2.820369 -6.466740 -3.159237 0.02 0.31 0.17
Cl 0.103441 -5.457832 -3.108311 0.54 0.23 0.10
Cl 2.271987 -3.744533 -4.029494 0.16 0.26 -0.19
H 1.950426 -4.636583 -1.907305 0.16 -0.16 0.04
C -3.460595 -4.627949 -2.209121 -0.12 -0.52 0.29
Cl -2.753054 -5.686917 -0.961686 -0.04 0.33 -0.22
Cl -2.651922 -3.064619 -2.278402 -0.04 -0.17 -0.22
Cl -5.185101 -4.441553 -1.920172 -0.12 0.14 0.02
H -3.359114 -5.143342 -3.156010 0.18 0.15 -0.04
C -2.632079 -1.731174 6.129137 -0.17 0.07 0.20
Cl -2.882755 -1.190748 7.804992 0.35 -0.18 -0.36
Cl -3.122003 -3.400613 5.903297 0.08 -0.18 0.09
Cl -0.947111 -1.496160 5.564268 -0.59 0.14 0.30
H -3.327044 -1.144854 5.542481 0.38 0.20 -0.24
C -3.922946 0.233784 -2.368611 0.12 -0.15 0.99
C -4.034564 1.585609 -1.667707 -0.76 -0.47 0.34
O -2.786913 2.204506 -1.935586 0.42 0.47 0.12
C -1.917540 1.300035 -2.392908 -1.30 0.49 -1.04
O -0.807211 1.562582 -2.751589 1.69 0.12 0.16
O -2.517073 0.140512 -2.638495 0.38 -0.40 -0.01
H -4.484356 0.107083 -3.289546 0.06 0.09 -0.03
H -4.154682 -0.532089 -1.630084 -0.19 -0.30 -0.43
H -4.143084 1.464782 -0.589256 0.17 -0.03 0.00
H -4.897997 2.165221 -1.989505 0.40 0.34 -0.31
C 6.026909 1.316834 1.194734 0.64 -0.85 -0.13
C 6.009742 0.044116 0.320891 0.84 0.56 -0.35
O 4.835564 0.229756 -0.465160 -0.70 -0.59 -0.48
C 4.407416 1.469395 -0.376933 0.57 -0.92 0.16
O 3.587839 1.916883 -1.146638 -0.76 0.93 -0.67
O 5.004058 2.115196 0.596843 -0.59 1.03 0.08
H 6.960984 1.864275 1.097778 -0.02 -0.01 0.11
H 5.827328 1.088249 2.239458 -0.30 0.34 -0.12
H 6.003729 -0.911794 0.835370 -0.34 0.11 0.15
H 6.827330 0.053264 -0.404869 0.10 -0.13 0.27
C -0.470150 -2.214328 -6.540748 -0.68 -0.97 0.64
C -1.117772 -1.309742 -5.488966 0.88 0.09 -0.25
O -1.204233 -0.076399 -6.204957 -0.50 0.35 0.24
C -0.393665 -0.095553 -7.282213 -0.13 -0.11 -0.32
O -0.182541 0.821532 -8.000308 0.03 0.38 0.06
O 0.118375 -1.327179 -7.471265 0.18 -0.30 0.25
H -1.240610 -2.830108 -7.011694 0.04 0.20 -0.37
H 0.239300 -2.922540 -6.115699 0.35 0.32 -0.09
H -0.472291 -1.127117 -4.626835 -0.06 -0.17 0.06
H -2.090240 -1.667305 -5.162208 -0.10 0.22 -0.09
```
Positions in Å, forces in eV/Å.

Properties
* LUMO energy: -3.82 eV
* charge: +1
* gap between HOMO and LUMO: 0.236 hartree

Löwdin atomic charge list, values in e, 5 entries: number 1, Zr, carries 1.762; number 2, C, carries -0.070; number 3, C, carries -0.462; number 4, C, carries -0.146; number 5, C, carries -0.172

***

# 3
Below is a molecular structure, C22H25B3F4IrN6O9S, with properties calculated with wB97M-V/def2-TZVPD.

```
71
Properties=species:S:1:pos:R:3:forces:R:3
Ir -0.289665 0.093095 -0.009434 0.07 -0.21 0.36
C 3.394784 1.488596 -2.627873 -0.01 -0.09 -0.01
C 2.175678 1.221852 -1.798230 0.18 -0.28 0.19
N 2.399920 1.099288 -0.509598 -0.33 0.39 -0.28
O 1.367343 1.228435 0.412469 0.35 -0.51 -0.32
B 1.648681 0.811543 2.181459 -0.02 -0.31 0.53
F 2.130722 1.929018 2.704493 -0.08 0.11 -0.13
F 2.488071 -0.238765 2.035296 -0.14 0.01 -0.14
O 0.309437 0.514735 2.720752 0.12 0.00 -0.08
N -0.555353 -0.145897 1.917524 -0.13 0.15 -0.07
C -1.692423 -0.603025 2.301682 -0.01 -0.09 0.05
C -2.140885 -0.669906 3.713719 -0.01 0.02 0.00
C -2.569539 -0.998390 1.150385 -0.01 0.05 0.09
N -2.057108 -0.774037 -0.016390 0.00 0.29 0.08
O -2.787687 -0.897707 -1.118543 -0.03 -0.15 0.09
B -2.016293 -0.932365 -2.435150 0.12 -0.03 -0.12
F -2.934750 -1.014518 -3.401454 -0.02 0.11 -0.01
F -1.059159 -1.929362 -2.401708 -0.06 0.11 0.04
O -1.221174 0.390473 -2.692558 -0.12 -0.04 -0.01
N -0.132919 0.553583 -1.973053 0.26 -0.20 0.08
C 0.900950 1.096210 -2.546078 -0.13 0.15 0.12
C 0.867873 1.466791 -3.995741 -0.03 0.07 0.01
C -3.956613 -1.496244 1.337995 0.02 -0.01 -0.02
H 4.252733 1.756926 -2.016715 0.01 0.01 -0.06
H 3.167991 2.324300 -3.291672 0.05 0.02 0.03
H 3.654849 0.634484 -3.255024 -0.05 -0.03 0.02
H -1.373033 -0.281898 4.376902 -0.01 0.00 0.00
H -2.361968 -1.703739 3.984979 0.00 0.00 0.00
H -3.058701 -0.094500 3.846345 0.00 0.00 0.00
H -0.034461 1.074907 -4.451495 -0.01 0.00 0.00
H 1.731449 1.067009 -4.522584 -0.02 -0.01 -0.02
H 0.866774 2.552317 -4.118583 0.02 0.00 0.01
H -4.037334 -2.103702 2.236945 0.01 0.00 0.00
H -4.269116 -2.072354 0.469699 -0.01 0.00 0.00
H -4.644976 -0.652506 1.434778 -0.01 -0.01 0.00
O -0.489256 -8.468090 0.376500 0.02 0.01 -0.04
C -1.133459 -7.505024 -0.292872 -0.01 -0.03 0.03
O -2.082415 -7.738994 -0.977323 -0.01 0.01 0.00
C -0.620905 -6.090177 -0.161912 0.03 0.01 -0.03
C 0.718365 -5.778928 0.075993 -0.01 -0.01 0.02
C 1.116146 -4.464095 0.127999 -0.05 0.01 -0.02
C 0.170635 -3.417548 -0.064250 0.03 -0.07 0.07
S 0.918281 -1.892129 0.033800 0.23 0.44 -0.41
C -1.182154 -3.749093 -0.306320 -0.06 0.10 0.04
C -1.556414 -5.065468 -0.364562 -0.02 0.03 0.02
H 0.206037 -8.126489 0.950978 -0.02 0.00 0.02
H 1.462549 -6.556709 0.192429 -0.01 0.00 0.00
H 2.152812 -4.212620 0.310537 0.00 0.00 -0.02
H -1.911358 -2.976278 -0.480944 0.06 -0.21 -0.04
H -2.578352 -5.340902 -0.587803 0.00 -0.01 0.00
O 4.416095 -0.339443 -0.464335 0.05 -0.03 0.11
B 3.785045 0.758429 0.019283 -0.03 0.06 0.02
O 4.480438 1.523211 0.884898 -0.04 0.06 -0.04
C 5.689146 0.824468 1.010118 0.06 0.03 -0.04
C 6.783395 1.148036 1.774697 -0.02 -0.02 0.01
C 7.857789 0.267033 1.690806 0.00 0.00 0.00
C 7.818071 -0.865907 0.880638 0.00 -0.01 0.00
C 6.703788 -1.175413 0.105584 0.00 0.02 0.01
C 5.655156 -0.292528 0.195396 -0.04 -0.04 0.04
H 6.804010 2.029648 2.398916 0.00 0.00 0.01
H 8.748358 0.469969 2.268882 0.00 0.00 0.01
H 8.676027 -1.522871 0.851567 0.00 0.00 -0.01
H 6.664678 -2.051095 -0.526267 0.01 0.01 -0.01
N -0.112761 3.700328 0.308335 0.04 0.01 0.00
C -1.294006 3.076384 0.401532 -0.12 0.03 -0.01
N -2.394383 3.803427 0.600282 -0.01 0.01 -0.06
O -1.429894 1.821253 0.301199 -0.14 0.10 -0.15
H -0.037623 4.683450 0.511052 -0.02 0.01 0.01
H 0.713586 3.140579 0.423040 0.10 -0.04 0.02
H -2.376386 4.807659 0.651094 0.01 0.00 0.02
H -3.287540 3.342880 0.567393 -0.01 -0.01 -0.03
```
Positions in Å, forces in eV/Å.

Properties
* spin multiplicity: 2
* LUMO energy (alpha / beta): -7.42 / -8.47 eV
* expectation value of S²: 0.779
* charge: +2
* gap between HOMO and LUMO (alpha / beta): 0.237 / 0.199 hartree

Löwdin atomic charge list, values in e, 5 entries: number 1, Ir, carries 1.316; number 2, C, carries 0.047; number 3, C, carries -0.077; number 4, N, carries 0.124; number 5, O, carries -0.200

***

# 4
Below is a gas-phase ion, C5H15NOP (charge +1), with properties calculated with wB97M-V/def2-TZVPD.

```
23
Properties=species:S:1:pos:R:3:forces:R:3
C 0.469292 2.076707 -0.044080 -0.07 -0.15 -0.09
C 1.477752 -0.709147 1.596170 -0.09 -0.03 -0.16
C -0.046996 1.009805 -1.004765 -0.14 -0.04 0.29
C 1.208121 -0.956047 0.112108 -0.27 0.06 0.23
C -0.137253 -0.381410 -0.371055 0.58 0.22 -0.50
N -0.621114 -1.326332 -1.536111 -0.21 -0.01 0.08
O -1.077970 -0.508185 0.608852 -0.32 -0.08 0.22
P -2.665629 0.106102 0.458546 0.49 -0.23 -0.05
H 1.519271 1.924354 0.184433 0.10 0.02 0.06
H 0.362803 3.055196 -0.503112 0.01 0.07 -0.01
H -0.098426 2.070465 0.882689 0.00 0.05 0.12
H 0.696194 -1.157407 2.201642 0.00 -0.02 0.08
H 1.527991 0.348688 1.826849 0.02 0.11 0.07
H 2.426475 -1.164893 1.862597 0.08 -0.01 0.04
H -1.055202 1.293820 -1.331484 0.09 -0.03 -0.17
H 0.606829 0.967855 -1.877367 -0.07 -0.05 -0.11
H 2.010368 -0.526668 -0.487938 0.00 -0.06 -0.15
H 1.206201 -2.037383 -0.040296 0.04 -0.06 -0.11
H -0.811810 -2.255919 -1.140366 0.11 0.23 -0.17
H 0.076512 -1.402586 -2.283045 -0.18 0.00 0.13
H -1.501680 -0.949486 -1.914568 0.26 -0.16 -0.02
H -2.489137 1.223851 1.285152 -0.06 0.31 0.05
H -3.082587 -0.701389 1.515143 -0.36 -0.14 0.16
```
Positions in Å, forces in eV/Å.

Properties
* LUMO energy: -3.35 eV
* charge: +1
* gap between HOMO and LUMO: 0.385 hartree

natural (NBO) atomic charge list, values in e, 5 entries: number 1, C, carries -0.610; number 2, C, carries -0.601; number 3, C, carries -0.465; number 4, C, carries -0.446; number 5, C, carries 0.482